Record 1
Density functional theory data (the ωB97M-V functional and the def2-TZVPD basis) for the molecule C7H13N3O3 at a distorted geometry.

Geometry as XYZ:
```
26
C7H13N3O3, DFT the ωB97M-V functional and the def2-TZVPD basis
H 3.665 -2.202 -0.581
H 5.084 -1.080 -0.361
H -2.360 1.190 1.640
O 1.436 1.854 -0.732
H -2.450 -1.987 0.395
C -0.731 -0.701 0.664
H 3.689 0.750 0.195
C 3.240 -0.064 -0.386
H 0.005 -1.450 0.471
C 1.054 0.815 -0.227
O 1.874 -0.280 -0.039
H -1.848 -1.219 -1.139
N -4.220 -0.099 -0.430
H -3.318 2.067 0.340
H -0.776 2.621 0.287
C -2.037 -1.063 -0.074
H -1.346 1.743 -1.189
N -0.241 0.586 0.159
H -0.877 -0.666 1.756
H 3.298 0.170 -1.462
C 4.041 -1.300 -0.044
C -2.538 1.312 0.554
O -4.476 -1.213 -0.861
C -1.184 1.678 -0.099
N -3.012 0.018 0.100
H 4.028 -1.480 1.061
```

## Properties
energy above the lowest of the compared OMol25 structures with the same formula, charge and spin: 285.3 kJ/mol
E_LUMO: 0.64 eV
HOMO level: -9.31 eV
SMILES: CCOC(=O)N1CCN(N=O)CC1

***

Record 2
Density functional theory data (the ωB97M-V functional and the def2-TZVPD basis) for a cluster of 10 separate species, C34H80O26S10 in total at a distorted geometry.

Geometry as XYZ:
```
150
C34H80O26S10, DFT the ωB97M-V functional and the def2-TZVPD basis
O 12.428 10.957 12.866
H 19.124 17.845 15.723
H 14.632 18.015 18.090
O 15.401 16.998 12.440
H 12.650 17.981 16.828
C 13.675 16.746 19.616
H 16.612 13.808 18.020
O 15.442 14.789 15.307
O 18.912 18.589 19.286
H 16.735 20.938 10.663
O 15.775 11.648 10.272
C 12.494 18.184 17.889
H 15.230 19.029 10.913
O 19.431 12.322 12.433
H 13.778 18.857 19.425
H 11.980 8.936 16.597
H 10.872 11.550 15.443
O 10.094 13.468 11.797
H 8.188 18.816 10.144
H 11.855 13.665 14.250
H 13.951 14.753 12.701
H 12.375 14.918 19.549
H 14.157 10.848 7.316
H 17.873 15.305 16.577
H 20.190 10.485 14.389
H 9.998 20.616 13.277
H 10.356 8.739 14.423
H 15.307 13.552 12.843
H 10.459 18.859 13.800
C 19.435 18.339 16.637
H 11.370 15.708 13.236
H 13.332 16.976 20.641
O 20.673 10.805 11.008
H 14.199 18.408 14.138
O 10.597 17.409 19.540
H 16.706 14.827 19.442
S 16.159 17.903 13.313
C 13.191 9.503 14.860
C 15.129 18.283 14.672
H 16.587 11.352 17.624
O 11.864 14.635 10.683
O 12.002 20.812 11.609
C 18.250 12.739 13.084
H 14.359 12.462 7.907
C 14.323 13.840 13.167
O 17.453 17.483 13.730
O 16.332 19.292 12.574
H 18.251 12.284 14.081
O 18.506 9.639 16.048
C 14.139 9.581 10.126
C 16.593 11.233 16.558
O 16.247 9.949 8.504
O 18.476 16.514 18.209
H 11.760 16.446 9.856
C 12.774 9.943 9.539
H 11.324 14.272 15.793
C 15.315 19.748 11.698
H 21.649 11.352 13.641
H 16.468 7.133 12.230
H 14.611 16.206 19.686
C 13.689 15.745 9.356
H 11.937 11.449 8.291
C 17.241 14.540 18.547
O 14.044 12.814 15.505
C 10.635 9.784 14.214
H 9.719 12.775 9.367
C 10.068 19.568 13.049
H 10.540 18.031 10.352
H 17.343 14.430 13.943
S 18.376 18.047 18.070
H 15.100 21.325 10.340
H 8.729 17.956 12.437
H 12.598 10.643 16.707
H 15.559 11.373 16.177
C 12.800 11.394 8.951
H 12.025 19.142 17.986
C 8.870 19.400 10.787
H 12.771 12.226 9.681
H 8.812 14.218 8.961
S 10.266 14.460 10.812
C 20.916 10.565 13.564
H 21.451 9.610 13.480
S 14.304 14.068 14.869
C 9.778 13.808 9.204
O 9.713 15.746 10.962
S 17.091 9.633 16.180
H 13.272 15.740 8.386
H 9.944 15.329 14.056
H 8.647 20.485 10.726
C 12.535 15.885 10.295
C 11.773 14.564 14.843
H 12.088 9.755 10.360
O 16.413 9.589 14.694
S 15.292 10.673 9.305
C 14.100 11.434 8.217
H 13.556 8.482 14.932
H 17.642 7.901 14.182
H 16.558 8.879 12.125
C 10.378 19.103 10.391
H 18.075 14.735 12.317
C 17.428 15.596 17.527
H 15.793 21.974 11.813
H 11.081 16.542 14.789
C 12.731 15.759 18.950
H 17.376 12.410 12.544
H 10.610 14.138 8.532
C 13.745 18.001 18.749
S 11.339 19.574 11.811
H 20.450 18.047 16.863
H 14.337 19.760 12.142
O 10.591 16.393 17.312
H 15.503 19.186 15.203
H 14.490 8.560 10.025
S 12.161 9.672 13.434
C 15.775 21.101 11.166
H 12.529 9.287 8.703
H 15.049 8.157 12.578
H 10.755 19.582 9.469
H 15.959 7.458 14.645
H 10.051 10.277 13.443
O 12.288 8.543 12.597
C 10.881 10.424 15.540
H 14.114 9.875 11.189
C 12.194 9.860 16.067
H 15.089 17.386 15.230
H 13.659 13.028 12.935
C 16.570 8.195 14.123
H 7.897 19.481 12.758
H 14.329 16.601 9.470
H 19.405 19.423 16.421
H 13.153 15.312 18.025
S 11.352 16.850 18.428
C 8.769 19.011 12.278
S 19.878 10.843 12.200
C 10.985 15.632 14.266
H 14.347 14.932 9.627
H 19.062 14.653 13.870
O 16.436 8.694 17.007
O 13.111 14.986 15.135
O 18.756 9.944 12.309
H 10.086 10.161 16.231
H 12.733 16.369 11.236
O 17.056 18.409 17.660
H 13.879 10.340 14.827
H 18.183 14.095 18.797
C 16.102 8.059 12.653
C 18.228 14.229 13.276
O 12.241 18.449 12.171
H 16.560 16.198 17.324
H 17.217 12.004 16.110
```

## Properties
E_LUMO: -0.09 eV
HOMO level: -10.15 eV
SMILES: CCOS(C)(=O)=O.CCOS(C)(=O)=O.CCOS(C)(=O)=O.CCOS(C)(=O)=O.CCOS(C)(=O)=O.CCOS(C)(=O)=O.O=S1(=O)CCCC1.O=S1(=O)CCCC1.O=S1(=O)CCCC1.O=S1(=O)CCCC1

***

Record 3
Density functional theory data (the ωB97M-V functional and the def2-TZVPD basis) for a cluster of 9 separate species, C30H83N5O10 in total at a distorted geometry.

Geometry as XYZ:
```
128
C30H83N5O10, DFT the ωB97M-V functional and the def2-TZVPD basis
C 1.919 -9.061 -0.186
H 3.550 0.648 1.428
C -3.871 -3.871 -2.573
H 1.421 0.475 -3.123
H 0.279 4.231 -1.963
H -4.677 3.352 2.301
O -2.911 3.352 3.456
H -0.389 -0.371 -7.059
C 1.721 3.612 2.850
H 0.842 1.419 0.492
O 4.655 -0.375 4.595
O -2.302 -2.028 -2.722
H 1.257 -0.157 -7.738
H 2.801 -0.076 -2.139
H 2.446 -6.649 -0.835
H 1.510 2.747 -4.215
N 2.654 -1.972 1.881
H -6.010 -0.457 -0.825
C -2.237 4.178 2.536
H 1.537 -9.992 -0.597
O -4.060 -0.142 -1.622
H 3.343 -1.947 4.454
H 1.856 -6.675 0.839
H -2.688 5.172 2.411
H 5.475 -2.094 5.427
H -1.784 2.305 -0.728
C 0.654 -0.142 -6.829
H 5.179 0.369 2.051
C 3.823 -1.307 2.487
C 0.255 -5.704 -2.107
H 3.480 5.702 3.383
C 3.939 4.859 2.859
C 2.901 4.093 2.030
H 2.155 -9.135 0.882
C -4.848 1.107 0.227
C 1.550 -6.756 -0.211
H -0.049 1.353 -5.449
H -0.333 -1.498 0.037
C -4.607 1.056 3.964
H -5.697 1.648 0.654
C 2.100 2.804 -5.138
C 0.711 1.279 -6.247
C -3.128 -2.904 -3.473
O 2.037 -1.503 -3.331
H -4.127 1.867 -0.072
H -3.544 0.837 3.841
H 6.210 -1.564 3.921
O 1.994 1.547 -5.782
H 1.109 -5.281 -2.638
C -1.202 2.716 -1.557
H 0.932 3.155 2.247
H -2.881 -1.481 -2.165
N 1.090 -1.173 -5.913
C 0.868 -2.217 -3.719
C 0.156 -1.437 -4.818
C -4.324 3.493 3.334
C -5.290 0.344 -1.006
H 0.239 -2.220 -2.824
H 2.126 2.794 3.459
C -0.104 3.646 -1.114
H -5.082 0.642 3.069
H 1.124 -0.580 -1.732
H -1.314 1.026 1.468
N -6.469 2.716 4.169
H -0.378 -5.983 -0.073
H 4.787 5.234 2.288
H 1.440 3.620 0.024
H 2.018 -1.191 1.703
H -4.345 0.417 0.902
O 0.942 2.917 -0.465
H 2.895 -2.248 0.931
H -4.738 2.809 5.246
H -4.527 4.525 3.641
H 1.129 -3.216 -4.057
H -4.920 0.357 4.746
H -3.835 -2.334 -4.095
C -0.564 0.246 1.296
O 1.198 4.661 3.638
H -0.242 -0.504 -4.400
H -6.801 2.404 3.254
H 2.691 -0.363 4.118
H -0.879 1.904 -2.206
H -1.063 -0.153 -0.761
H 1.973 -0.949 -5.464
H -4.630 -4.411 -3.144
H -0.015 3.542 4.912
H 4.616 -0.460 0.652
C 4.290 -0.128 1.643
N 0.955 -4.339 -0.211
H 3.362 5.195 0.431
H -3.236 -4.604 -2.075
H 6.509 -0.694 5.439
C -5.021 2.485 4.242
C 0.816 4.258 4.924
N 2.492 4.877 0.846
O 0.768 0.606 1.034
H -0.637 -5.106 -2.303
H 3.137 2.991 -4.869
H 1.222 -4.378 0.776
H -6.953 2.054 4.773
H 2.854 -8.820 -0.710
H 2.012 5.711 1.179
C 5.751 -1.202 4.847
H -0.441 4.449 -0.444
H -0.579 -0.368 2.204
C 3.563 -0.995 3.958
C -1.041 -0.682 0.198
H -4.118 0.183 -2.528
H 4.651 -2.017 2.387
H 0.098 -3.789 -0.164
H -2.501 -3.351 -4.250
H -1.950 3.316 -2.089
H 0.322 2.006 -6.977
H 4.323 4.245 3.681
H 1.760 3.590 -5.817
H -1.268 4.460 2.959
H -2.033 -1.110 0.359
C 1.831 -0.357 -2.539
H -0.672 -2.036 -5.210
H -4.346 -3.286 -1.783
H 0.112 -6.709 -2.505
H 0.544 5.048 5.623
H -5.780 1.023 -1.712
O 0.975 -8.035 -0.397
C 0.537 -5.695 -0.613
H 1.654 3.747 5.419
H 3.412 3.177 1.713
H -2.102 3.681 1.572
```

## Properties
energy above the lowest of the compared OMol25 structures with the same formula, charge and spin: 0.0 kJ/mol
E_LUMO: 0.36 eV
HOMO level: -8.10 eV
SMILES: COC[C@H](C)N.COC[C@H](C)N.COC[C@H](C)N.COC[C@H](C)N.COCCNCCOC.CCO.CCO.CCO.CCO